(1)
This record from OMol25 describes a 9-piece molecular cluster, C30H81N3O15 overall. The level of theory is ωB97M-V with the def2-TZVPD basis set.

- LUMO: 0.196 eV
- SMILES: COCCNCCOC.COCCNCCOC.COCCNCCOC.OCCO.OCCO.OCCO.CCO.CCO.CCO
- Energy relative to the best compared isomer or geometry (same formula, charge and spin): 0.0 kJ/mol

```
! wB97M-V def2-TZVPD RIJCOSX def2/J DEFGRID3
* xyz 0 1
C 7.6503 11.4051 17.5728
O 8.3829 12.4094 16.8514
C 8.6470 12.0650 15.4990
C 9.4087 13.2404 14.8269
N 8.7163 14.5265 14.7908
C 8.7185 15.3986 15.9798
C 10.0630 15.6046 16.7192
O 11.0255 16.2406 15.8962
C 12.3117 16.3304 16.5733
H 7.5651 11.7301 18.5862
H 8.2540 10.4593 17.5272
H 6.7137 11.1698 17.1157
H 7.6694 11.8933 15.0305
H 9.2843 11.2015 15.4462
H 9.6245 12.8777 13.8247
H 10.3498 13.3452 15.3199
H 9.0897 15.2005 14.1054
H 8.0221 15.0563 16.7222
H 8.4244 16.3960 15.6856
H 10.4494 14.6318 17.0961
H 9.9529 16.1652 17.6888
H 12.1439 16.7733 17.5935
H 12.8746 16.9901 15.9216
H 12.8528 15.3819 16.7045
C 20.7538 13.7311 16.3868
O 20.4892 12.6950 15.4991
C 19.2601 12.8991 14.8700
C 18.9917 11.6016 14.1373
N 17.6657 11.6275 13.5476
C 17.1353 10.3127 13.0905
C 17.6649 9.7350 11.7908
O 18.9986 9.1663 12.0621
C 19.6622 8.7444 10.9056
H 20.7941 14.6293 15.7341
H 21.7460 13.5973 16.8044
H 19.9965 13.6891 17.1231
H 19.3803 13.7322 14.1983
H 18.4758 13.1670 15.5878
H 18.9741 10.8254 14.8989
H 19.8335 11.3418 13.5108
H 17.6875 12.2651 12.7778
H 16.0698 10.4117 12.9385
H 17.3308 9.6500 13.9203
H 17.6466 10.4494 10.9312
H 17.0243 8.9257 11.4538
H 20.6805 8.4492 11.1819
H 19.8461 9.5588 10.1722
H 19.1218 7.9355 10.4289
C 11.5613 12.0705 18.4025
O 12.9180 12.0102 18.8581
C 13.5510 13.2604 18.8252
C 14.4590 13.3391 19.9767
N 13.7503 13.6641 21.2110
C 14.5407 13.7621 22.4727
C 13.5623 14.0109 23.6239
O 12.5522 13.0526 23.7297
C 12.7679 11.9447 24.6529
H 10.9746 12.6533 19.0985
H 11.1350 11.0774 18.3732
H 11.4293 12.5667 17.4250
H 12.7484 14.0134 18.9514
H 14.1482 13.4280 17.8912
H 15.2292 14.0854 19.7218
H 15.0622 12.3710 20.1130
H 12.9802 12.9908 21.3740
H 15.1404 14.7193 22.4697
H 15.1339 12.8467 22.6860
H 13.0693 14.9435 23.4796
H 14.2410 14.0709 24.4792
H 11.8587 11.3948 24.5860
H 13.0010 12.3324 25.6645
H 13.6108 11.3132 24.3192
O 8.3718 8.6846 12.2779
C 9.7700 8.6731 12.4343
C 10.2421 9.3051 13.6947
O 9.6730 8.7233 14.8659
H 8.0652 8.5241 13.1703
H 10.1678 7.6654 12.3467
H 10.1909 9.2870 11.6741
H 9.8479 10.3441 13.7911
H 11.3091 9.2442 13.7628
H 10.1844 7.9357 15.0400
O 16.7570 16.9635 13.0649
C 15.5318 16.2868 13.2010
C 15.6103 15.2081 14.2206
O 14.3671 14.6084 14.3131
H 16.9332 17.4443 13.8943
H 14.7113 17.0090 13.3772
H 15.3893 15.8086 12.2338
H 15.8245 15.6045 15.2102
H 16.4097 14.5294 13.8691
H 14.4306 13.7506 14.7765
O 14.6143 8.2870 10.8595
C 14.1203 7.6476 9.7034
C 12.5908 7.7242 9.9150
O 12.3444 9.0615 10.1692
H 14.1256 9.1169 11.0138
H 14.2859 8.1835 8.7631
H 14.4887 6.6435 9.7790
H 12.2240 7.1665 10.7493
H 12.0253 7.3908 9.0223
H 12.4387 9.6492 9.3883
C 14.1522 7.2002 14.0833
C 13.0549 6.1563 14.1810
O 12.2130 6.4664 15.3008
H 14.7187 7.0606 13.1436
H 14.6969 7.0660 15.0317
H 13.7050 8.1895 14.1718
H 13.5347 5.2102 14.3350
H 12.4444 6.1438 13.2737
H 11.8173 5.6159 15.5227
C 18.4751 11.8012 19.3106
C 17.6608 11.7286 18.0160
O 17.3208 13.0686 17.5684
H 19.4234 12.3412 19.1729
H 18.8023 10.7749 19.5878
H 17.8491 12.2529 20.1219
H 16.7716 11.1402 18.2009
H 18.3176 11.2145 17.3236
H 16.6359 13.0426 16.8771
C 13.6075 11.0268 14.9731
C 14.9199 10.9456 15.7644
O 15.6869 12.2286 15.5701
H 13.8018 11.1785 13.9162
H 13.0906 11.8442 15.3986
H 13.0010 10.1183 15.0696
H 15.5597 10.1389 15.4086
H 14.7496 10.8826 16.8520
H 16.4646 12.0437 14.9409
*
```

Atomic partial charges in e from the Löwdin method, atoms 1 to 4: -0.080 -0.214 -0.203 -0.187


(2)
This record from OMol25 describes C30H82Ag2FN2O35P6 as an isolated structure. The level of theory is ωB97M-V with the def2-TZVPD basis set.

- LUMO: 1.746 eV

```
! wB97M-V def2-TZVPD RIJCOSX def2/J DEFGRID3
* xyz -1 1
Ag -4.6827 8.3675 3.1352
Ag -1.7383 6.5994 2.6677
F -4.1301 6.0255 3.3502
N -3.6620 10.6005 1.0979
O -3.3182 11.4851 0.3536
O -3.1381 9.5091 1.1099
O -4.5400 10.7768 1.9196
N -2.7260 8.5310 5.2010
O -3.4594 9.4678 5.1450
O -2.8180 7.6844 6.0376
O -1.8439 8.3831 4.3871
C -2.4402 11.0685 -2.8384
O -2.7013 11.3181 -4.1838
P -1.4248 11.7647 -5.1301
O -0.5485 12.7812 -4.4267
O -0.5799 10.3656 -5.3558
C -0.9113 9.2464 -6.2269
O -2.1159 12.0008 -6.6025
C -2.1563 13.3326 -7.0667
H -2.6994 10.0154 -2.7298
H -3.0244 11.7346 -2.2036
H -1.3874 11.1542 -2.5694
H -1.8580 9.3088 -6.7635
H -0.8557 8.3750 -5.5745
H -0.0792 9.0233 -6.8946
H -1.1689 13.5577 -7.4700
H -2.2824 14.0907 -6.2937
H -2.8687 13.4383 -7.8849
C 2.5750 6.4708 1.3308
O 2.4436 7.8498 1.1281
P 0.9599 8.4656 0.6815
O -0.2730 7.7811 1.2412
O 0.9954 10.0283 0.8562
C -0.0295 10.8864 0.3799
O 1.0522 8.3087 -0.9298
C 0.7533 7.0144 -1.4916
H 1.6318 5.9377 1.2110
H 2.7580 6.3997 2.4030
H 3.3192 5.8724 0.8052
H 0.4773 11.7634 -0.0226
H -0.5673 11.3560 1.2035
H -0.7517 10.5556 -0.3665
H 0.5873 6.1531 -0.8445
H 1.5818 6.7380 -2.1438
H -0.0679 7.1296 -2.1990
C 0.8587 14.4908 -2.2709
O 0.6966 15.6626 -1.3944
P -0.6819 15.8952 -0.5556
O -0.8133 17.1286 0.3208
O -1.8238 15.9398 -1.7248
C -2.4571 14.8129 -2.3820
O -0.9305 14.5103 0.1307
C -1.7441 14.4158 1.2405
H 1.0865 14.8504 -3.2744
H -0.0375 13.8724 -2.3220
H 1.6728 13.8341 -1.9643
H -2.6948 13.9442 -1.7679
H -1.8924 14.5846 -3.2859
H -3.3772 15.0935 -2.8947
H -1.9347 13.3925 1.5640
H -2.7084 14.9189 1.3119
H -1.0995 14.7536 2.0520
C -2.8502 6.5361 -0.7614
O -3.4980 6.9926 -1.9626
P -3.1198 6.3768 -3.4488
O -1.6973 5.8700 -3.6159
O -4.2699 5.3173 -3.7769
C -4.0486 4.3077 -4.7398
O -3.4401 7.5800 -4.4905
C -4.6793 8.3574 -4.3853
H -3.6255 6.4767 0.0025
H -2.1646 7.3750 -0.6421
H -2.2087 5.6564 -0.8134
H -4.1878 4.5743 -5.7874
H -4.7410 3.4794 -4.5896
H -3.1378 3.7198 -4.6264
H -5.2980 8.0851 -3.5302
H -5.2079 8.5349 -5.3219
H -4.2818 9.3693 -4.3070
C -8.8628 16.3222 2.5070
O -8.7282 17.0061 1.2722
P -7.3149 16.9236 0.4372
O -6.0056 16.7978 1.0841
O -7.7041 15.6606 -0.5381
C -7.5663 14.3441 0.0295
O -7.3995 18.2186 -0.5301
C -8.4238 18.2929 -1.5737
H -9.0938 15.3090 2.1784
H -9.5865 16.8353 3.1404
H -7.9129 16.2154 3.0307
H -8.5120 13.8102 0.1230
H -7.0919 14.2011 1.0004
H -6.9692 13.7012 -0.6173
H -9.1068 17.4456 -1.6345
H -7.8372 18.4714 -2.4749
H -8.8407 19.2798 -1.3726
C -10.5453 10.9748 -1.5694
O -9.1610 11.2241 -2.0219
P -8.4295 10.3204 -3.1741
O -8.5202 8.8410 -2.9294
O -9.1195 10.8233 -4.5472
C -9.5089 9.8839 -5.5491
O -6.9542 10.9677 -3.1872
C -6.1350 10.9944 -1.9542
H -11.0078 10.0784 -1.9824
H -11.2183 11.7868 -1.8448
H -10.5767 10.7683 -0.4996
H -9.7642 8.9446 -5.0586
H -8.6570 9.6839 -6.1990
H -10.3209 10.3831 -6.0779
H -5.4581 10.1498 -2.0835
H -6.7869 10.7707 -1.1098
H -5.5944 11.9382 -1.8831
C -6.6317 7.6404 5.7191
O -6.7614 8.0030 4.3460
C -7.5548 7.0199 3.6521
C -7.6865 7.4887 2.1725
O -6.3362 7.4560 1.5890
C -6.1269 7.9848 0.3119
H -6.1100 6.6926 5.8518
H -7.5985 7.3123 6.1007
H -6.2297 8.4273 6.3574
H -8.5314 6.8930 4.1193
H -7.1135 6.0236 3.6238
H -7.9918 8.5349 2.1925
H -8.3474 6.9376 1.5034
H -6.2023 9.0672 0.4163
H -6.7960 7.7456 -0.5145
H -5.1509 7.6305 -0.0198
C -3.3971 15.5036 5.0485
O -3.0866 14.5135 6.0724
C -2.3958 13.3034 5.7708
C -2.0958 12.2648 6.9501
O -0.7296 12.3346 7.5459
C -0.5945 13.5964 8.3154
H -2.5872 15.5564 4.3209
H -3.5871 16.4756 5.5037
H -4.3250 15.0951 4.6482
H -1.4693 13.6580 5.3193
H -3.0439 12.7677 5.0772
H -2.0899 11.2726 6.4989
H -2.8799 12.0830 7.6851
H -0.8097 14.4382 7.6574
H 0.3898 13.7576 8.7551
H -1.4542 13.5824 8.9854
C -7.3448 12.6862 4.0118
C -8.5310 11.7365 4.0044
C -8.5934 11.3099 5.5208
O -7.3074 11.6824 6.1203
C -6.4378 12.0424 5.0722
H -7.6486 13.6833 4.3307
H -6.7909 12.6456 3.0739
H -8.2150 10.8999 3.3811
H -9.4910 12.2211 3.8268
H -8.8090 10.2595 5.7166
H -9.4170 11.8282 6.0118
H -5.8361 11.2831 4.5726
H -5.7932 12.9052 5.2396
*
```

Atomic partial charges in e from the Löwdin method, atoms 1 to 4: 0.790 0.753 -0.668 -0.675


Values for molar mass, g mol⁻¹, ordered as above
724.0 1451.5